1.
58
Properties=species:S:1:pos:R:3:forces:R:3 method="wB97M-V/def2-TZVPD" energy_ha=-3692.8741 s_squared=0.754 relative_energy_kj_mol=1.4 lumo_ev="2.41 / 2.13" total_charge=-1 max_force_ev_per_a=3.80 orbital_gap_ev="5.632 / 5.345" multiplicity=2
O 3.0200 0.9262 -2.9179 0.8 -1.7 1.0
C 1.8916 1.5224 -3.2429 -0.9 0.3 0.1
C 1.8748 2.8953 -2.5564 -0.7 -0.6 -0.6
C 1.3992 2.9964 -1.2573 0.0 0.6 0.6
H 1.0033 2.1030 -0.7606 0.3 0.6 -0.4
C 1.3714 4.2398 -0.6118 0.3 -0.4 -0.4
H 1.0019 4.2956 0.4110 0.0 0.1 -0.2
C 1.8253 5.3777 -1.2891 0.1 -0.1 -0.1
H 1.8147 6.3476 -0.7911 0.0 -0.2 -0.1
C 2.2955 5.2683 -2.6070 0.0 -0.3 0.1
H 2.6401 6.1500 -3.1470 -0.1 -0.1 0.2
C 2.3214 4.0209 -3.2425 -0.1 0.3 0.5
H 2.6684 3.8950 -4.2719 -0.1 0.2 0.3
H 1.9085 1.7184 -4.3425 -0.6 0.2 -0.3
C 0.4841 -0.6433 -3.6388 -0.3 -0.6 -0.1
C 0.4490 0.7348 -3.0861 1.1 2.0 -0.5
H 0.1401 -0.6668 -4.6892 0.1 0.0 0.3
H -0.1790 -1.3030 -3.0617 0.1 0.0 -0.2
H 1.5042 -1.0405 -3.6000 0.0 0.1 0.0
C -0.6749 1.4506 -2.8886 0.5 -0.2 0.1
C -2.0617 1.0202 -3.2324 -0.4 -0.7 0.3
H -0.6018 2.4629 -2.4914 0.1 -0.2 -0.3
H -2.3211 1.2382 -4.2866 0.2 -0.1 0.3
H -2.7810 1.5157 -2.5672 0.1 -0.1 -0.3
H -2.1708 -0.0631 -3.0409 -0.1 0.5 -0.4
Cu -1.0624 -0.3544 -0.3205 -0.1 0.1 -0.5
Cl -2.5508 1.2337 0.1136 -0.4 0.3 0.2
Cl -2.3327 -1.8151 -1.3104 -0.5 -0.6 0.0
C -2.8280 -1.3338 2.2047 0.4 0.2 -0.2
O -1.6149 -1.5621 2.2650 -0.8 0.1 0.3
N -3.8011 -2.2378 2.4389 0.0 -0.2 0.2
C -3.4692 -3.5581 2.9312 -0.1 0.0 -0.1
C -5.2114 -1.9115 2.3053 0.2 0.3 0.1
H -3.2152 -0.3343 1.9272 0.1 -0.3 0.0
H -2.3976 -3.7152 2.8140 -0.1 0.0 0.0
H -4.0287 -4.3065 2.3623 0.1 0.0 0.0
H -3.7487 -3.6547 3.9878 0.1 0.0 0.0
H -5.3072 -0.9924 1.7169 0.0 -0.2 0.1
H -5.6857 -1.7604 3.2874 0.1 0.0 -0.2
H -5.7396 -2.7272 1.7971 0.2 0.2 0.0
H 1.9918 -4.3028 -0.0762 -0.1 0.1 -0.2
H 4.4875 -2.4511 -0.3226 -0.2 0.0 -0.3
C 1.9088 -3.8066 -1.0543 0.0 0.0 0.0
C 3.9016 -2.3100 -1.2484 0.1 0.3 0.2
N 2.4729 -2.4643 -0.9991 -0.1 0.1 0.2
H 0.8531 -3.7526 -1.3377 0.3 0.0 0.0
C 1.7027 -1.4411 -0.6239 -1.1 -0.1 -0.2
O 0.4652 -1.6076 -0.4482 1.7 -0.3 -0.1
H 4.0932 -1.3029 -1.6511 -0.1 -0.3 0.0
H 2.2054 -0.4653 -0.4838 -0.2 -0.3 -0.4
H 2.4869 -4.3794 -1.7848 -0.2 0.0 0.1
H 4.2043 -3.0787 -1.9741 0.0 0.4 0.2
C 0.6419 0.6354 3.2629 0.3 0.2 0.9
C 0.4657 0.7233 1.8418 -0.8 -0.2 -3.1
N 0.2333 0.7264 0.6973 1.2 0.4 3.6
H 0.2749 1.5602 3.7327 0.1 -0.3 -0.1
H 1.7063 0.5078 3.5092 -0.3 0.1 -0.1
H 0.0732 -0.2239 3.6447 0.1 0.2 -0.3

2.
59
Properties=species:S:1:pos:R:3:forces:R:3 method="wB97M-V/def2-TZVPD" energy_ha=-3282.2246 lumo_ev=0.17 total_charge=0 max_force_ev_per_a=2.27 orbital_gap_ev=8.825
F -0.9226 -2.2031 -2.6223 -0.4 -0.2 -0.2
C -0.5176 -2.2588 -1.3461 0.5 0.0 0.3
C 0.6177 -2.9860 -1.0533 0.6 -0.8 -0.8
C 1.2749 -2.9189 0.1482 -1.5 0.5 1.2
C 0.6570 -2.1415 1.1462 -0.3 0.2 -0.3
C -0.5890 -1.5195 0.9108 1.9 -1.0 -0.1
C -1.1712 -1.5713 -0.3591 -0.5 0.7 1.2
H 1.0363 -3.6865 -1.7607 -0.1 0.2 -0.6
H 2.1219 -3.5713 0.3010 0.2 0.4 0.2
H 1.0945 -1.9724 2.1191 0.2 -0.3 0.0
H -0.9747 -1.0276 1.7916 -0.6 0.4 -0.3
H -2.1053 -1.0409 -0.4704 -0.1 0.0 -0.6
F 1.4652 4.4667 -5.7009 0.1 0.0 0.3
C 1.0968 3.4709 -4.8819 -0.1 -1.8 1.3
C 0.4913 2.3234 -5.4119 0.4 -0.1 0.1
C 0.1246 1.2506 -4.5879 -0.1 0.4 -0.6
C 0.2744 1.3104 -3.2257 0.5 0.9 0.7
C 0.8610 2.4526 -2.6617 0.0 -0.1 -1.2
C 1.3589 3.4839 -3.4910 -1.0 0.0 0.1
H 0.3807 2.1682 -6.4749 -0.1 0.4 -0.1
H -0.3284 0.3866 -5.0513 0.0 -0.1 -0.1
H -0.0077 0.5143 -2.5525 -0.3 -0.2 -0.2
H 0.8552 2.5144 -1.5835 0.5 0.4 0.1
H 1.8237 4.3170 -2.9848 0.1 0.2 -0.3
C -3.9859 -0.9518 2.6064 0.4 0.9 0.1
S -3.0586 -0.6659 4.1776 -0.1 0.9 -0.2
O -2.0907 0.4822 3.9991 -0.2 -0.9 -0.4
C -4.4323 0.1522 5.0026 -0.4 0.1 -0.1
H -4.8836 -1.5382 2.8021 0.3 -0.2 0.0
H -3.3343 -1.3574 1.8325 0.0 -0.4 0.3
H -4.2729 0.0340 2.2405 -0.2 0.1 0.1
H -5.3196 -0.4805 4.9807 0.0 0.0 0.3
H -4.6469 1.0752 4.4640 0.1 -0.1 -0.2
H -4.1515 0.4500 6.0128 0.1 -0.4 0.0
C -2.3027 2.4656 0.9114 0.3 -0.7 0.6
S -1.0837 3.7723 1.3822 1.5 -0.4 -1.0
O -0.1562 3.8980 0.1749 -1.1 -0.1 1.3
C -0.0814 2.7835 2.6545 -1.5 0.3 -0.6
H -2.9879 2.2152 1.7214 0.3 0.2 0.4
H -1.7196 1.5714 0.6914 0.1 0.0 -0.1
H -2.9481 2.6715 0.0575 0.5 0.7 -0.1
H -0.7691 2.6018 3.4804 -0.1 -0.4 -0.1
H 0.7615 3.3294 3.0783 0.0 0.3 -0.7
H 0.1971 1.8667 2.1348 0.2 0.0 0.2
C 4.1195 -3.6379 -3.2832 -0.2 0.6 -0.6
S 3.7626 -2.2662 -2.0641 1.7 1.3 -0.3
O 5.0005 -1.3797 -1.9301 -1.3 -1.4 -0.2
C 2.6327 -1.2460 -3.0979 0.2 -1.2 0.0
H 4.4695 -3.2685 -4.2471 0.0 0.5 0.1
H 3.1974 -4.1796 -3.4941 -0.1 0.0 0.3
H 4.8975 -4.3369 -2.9762 -0.2 0.2 0.7
H 2.2201 -0.3802 -2.5799 0.5 -0.2 0.3
H 1.7997 -1.9069 -3.3376 -0.1 0.1 -0.4
H 3.2247 -0.9570 -3.9662 -0.2 0.1 0.0
C 1.2818 -0.4324 5.2158 0.0 -0.5 0.0
Cl 2.6058 -1.1251 4.2056 -0.5 0.5 0.3
Cl 1.6596 -0.6463 6.9410 -0.1 0.2 -0.2
H 1.1056 0.6220 5.0030 0.4 -0.2 0.0
H 0.3718 -0.9955 5.0084 0.2 0.1 0.0

3.
64
Properties=species:S:1:pos:R:3:forces:R:3 method="wB97M-V/def2-TZVPD" energy_ha=-4376.1626 s_squared=0.756 relative_energy_kj_mol=63.1 lumo_ev="-2.96 / -3.02" total_charge=+1 max_force_ev_per_a=0.88 orbital_gap_ev="7.030 / 6.915" multiplicity=2
V -0.2750 0.9454 0.4829 0.5 -0.1 -0.1
C 2.0012 -1.8639 -4.0494 0.0 0.0 0.0
C 2.1436 -1.8221 -2.5783 0.0 0.0 -0.1
N 2.4000 -2.8306 -1.8124 0.1 0.0 0.0
N 2.3751 -2.3171 -0.5524 0.0 0.2 -0.1
C 2.1056 -1.0155 -0.5187 -0.2 -0.3 0.4
S 1.9146 -0.0818 0.8993 0.0 0.1 -0.1
N 1.9841 -0.6781 -1.8203 0.0 0.0 0.1
N 1.6213 0.5909 -2.2375 0.2 0.1 0.0
H 2.2773 -2.8556 -4.3964 0.0 0.0 0.0
H 2.6428 -1.1254 -4.5307 0.0 0.0 0.0
H 0.9664 -1.6683 -4.3371 0.0 0.0 0.0
H 2.5039 -2.9072 0.2528 0.0 -0.1 0.0
H 0.7945 0.5190 -2.8194 -0.1 0.0 0.0
H 2.3948 1.0079 -2.7421 0.0 0.0 -0.1
C 2.6492 3.7674 -0.6370 0.0 0.0 0.0
C 1.2003 4.1085 -0.9845 0.0 0.0 0.0
P 0.0260 3.4092 0.2276 -0.2 0.0 -0.1
C -1.6309 4.0990 -0.1885 0.0 -0.1 0.0
C -1.6851 5.4499 -0.8946 0.0 0.1 -0.1
C 0.4774 4.1694 1.8357 0.1 0.0 0.0
C 0.3401 5.6834 1.9573 0.0 0.1 0.0
H 3.3121 3.9717 -1.4782 0.0 0.0 0.0
H 2.7577 2.7155 -0.3646 0.0 0.0 0.0
H 3.0050 4.3653 0.2017 0.0 0.0 0.0
H 0.9244 3.6926 -1.9564 0.0 0.0 0.0
H 1.0600 5.1887 -1.0560 0.0 0.0 0.0
H -2.1834 4.1248 0.7557 0.0 0.0 0.0
H -2.1344 3.3488 -0.8051 0.0 0.0 0.0
H -1.1824 6.2389 -0.3377 0.0 0.0 0.0
H -2.7229 5.7528 -1.0337 0.0 0.0 0.0
H -1.2293 5.4015 -1.8837 0.0 0.0 0.0
H 1.5078 3.8643 2.0432 0.0 0.0 0.0
H -0.1388 3.6732 2.5916 0.0 0.0 0.0
H 0.9194 6.2077 1.1957 0.0 0.0 0.0
H 0.7002 6.0204 2.9293 0.0 0.0 0.0
H -0.6993 5.9986 1.8670 0.0 0.0 0.0
N -1.5911 0.4825 3.9673 -0.2 0.0 -0.2
C -2.2479 1.0384 2.9536 0.0 0.0 0.3
O -1.7081 1.2432 1.8538 0.0 0.0 -0.2
C -3.6682 1.4759 3.1481 0.2 -0.2 0.0
I -3.6591 3.4183 4.0178 0.0 0.1 0.0
H -0.6661 0.1099 3.8196 0.1 0.0 0.0
H -2.0493 0.2797 4.8398 0.0 0.0 0.0
H -4.2192 0.8043 3.8001 0.0 0.1 0.0
H -4.1405 1.5452 2.1752 -0.1 0.0 0.0
S -1.0868 -4.5239 2.9285 0.0 0.0 -0.1
C -1.0743 -3.6852 1.5082 0.2 -0.2 0.2
S -1.3290 -1.9604 1.4424 -0.3 0.0 0.1
C -1.0770 -1.9596 -0.2719 0.0 0.4 -0.8
N -0.8226 -3.1200 -0.7601 0.0 0.0 0.2
N -0.8372 -4.0846 0.2336 0.0 0.1 -0.1
C -0.5226 -5.4162 -0.1926 0.0 -0.1 0.1
C -1.2541 -6.4935 0.2831 0.1 0.0 -0.1
C -0.9259 -7.7686 -0.1532 -0.1 0.0 0.1
C 0.1098 -7.9583 -1.0534 0.0 0.0 0.0
C 0.8244 -6.8684 -1.5297 0.0 0.0 0.0
C 0.5127 -5.5893 -1.1013 -0.1 0.0 0.0
S -1.1759 -0.4676 -1.2250 -0.2 -0.3 0.6
H -2.0605 -6.3368 0.9812 0.0 0.0 0.0
H -1.4910 -8.6147 0.2135 0.0 0.0 0.0
H 0.3580 -8.9564 -1.3882 0.0 0.0 0.0
H 1.6280 -7.0138 -2.2388 0.0 0.0 0.0
H 1.0504 -4.7293 -1.4771 0.0 -0.1 0.0

4.
54
Properties=species:S:1:pos:R:3:forces:R:3 method="wB97M-V/def2-TZVPD" smiles="COC(=O)c1ccc(CN2CCN(CC(C)C)[C@H](CCO)C2)cc1" energy_ha=-1077.2273 relative_energy_kj_mol=124.4 lumo_ev=0.54 total_charge=0 max_force_ev_per_a=0.62 orbital_gap_ev=9.002
C -8.2016 -1.1738 -0.8572 -0.3 -0.3 0.2
H -8.6993 -0.8653 -1.7730 0.0 0.0 0.0
H -8.8068 -0.9161 0.0146 0.0 0.0 -0.1
H -8.0308 -2.2525 -0.8570 -0.1 0.1 0.0
O -6.9656 -0.4786 -0.8227 0.3 0.2 -0.1
C -6.1837 -0.7327 0.2408 -0.3 -0.2 0.1
O -6.4997 -1.5009 1.1169 0.0 0.1 -0.1
C -4.9135 0.0267 0.2099 0.3 0.2 -0.1
C -4.0097 -0.1505 1.2569 -0.2 0.0 -0.1
C -2.8157 0.5388 1.2671 0.0 0.1 -0.1
C -2.4968 1.4124 0.2316 -0.2 0.0 -0.1
C -3.3985 1.5841 -0.8116 0.2 0.0 0.1
C -4.6002 0.9021 -0.8258 -0.2 -0.2 0.1
H -5.2977 1.0389 -1.6371 0.0 0.0 -0.1
H -3.1570 2.2592 -1.6205 0.0 0.1 -0.1
C -1.1929 2.1604 0.2646 0.1 0.1 0.1
N -0.1051 1.2974 0.6887 0.0 0.2 -0.1
C 0.1776 0.2616 -0.2913 0.1 -0.3 0.2
H -0.7474 -0.2846 -0.4879 0.1 0.0 -0.1
C 1.2281 -0.6887 0.2995 -0.4 -0.1 -0.5
N 2.4813 0.0146 0.5853 0.0 -0.1 0.2
C 2.1824 1.0856 1.5211 -0.1 0.4 0.1
C 1.0993 2.0422 1.0056 0.2 -0.1 0.1
H 0.8626 2.7729 1.7832 0.0 0.0 0.0
H 1.4760 2.5926 0.1227 0.0 0.0 0.1
H 3.0971 1.6415 1.7334 0.0 0.0 0.0
H 1.8318 0.6291 2.4515 0.0 0.1 0.0
C 3.2472 0.4648 -0.5786 0.4 -0.4 -0.1
H 3.3985 1.5486 -0.5336 -0.1 0.0 0.0
C 4.6293 -0.2037 -0.6569 0.0 0.3 -0.1
C 5.4833 0.1754 0.5490 -0.2 -0.2 -0.2
H 5.6628 1.2494 0.5677 0.0 0.2 0.0
H 6.4440 -0.3314 0.5048 0.1 0.0 0.1
H 4.9875 -0.1123 1.4719 0.0 0.0 0.2
C 5.3233 0.2078 -1.9533 -0.2 -0.1 0.2
H 5.4626 1.2872 -1.9870 0.0 0.2 0.0
H 4.7363 -0.0888 -2.8204 0.0 0.0 -0.1
H 6.2997 -0.2646 -2.0253 0.1 0.0 -0.1
H 4.4965 -1.2884 -0.6575 -0.1 0.0 0.0
H 2.7056 0.2583 -1.5068 0.0 0.1 0.0
C 1.4318 -1.9607 -0.5272 0.2 0.0 0.5
H 0.4649 -2.2979 -0.9038 0.0 0.0 -0.1
H 2.0821 -1.7719 -1.3808 0.0 0.0 -0.1
C 2.0359 -3.0759 0.3313 -0.4 -0.1 -0.2
O 3.3018 -2.7539 0.8407 0.4 0.1 0.2
H 3.2663 -1.8295 1.1353 0.0 0.1 0.0
H 1.3425 -3.3051 1.1570 0.0 0.0 -0.1
H 2.1651 -3.9841 -0.2649 -0.1 0.0 0.1
H 0.8339 -0.9934 1.2794 0.0 0.0 -0.1
H 0.5321 0.6909 -1.2464 0.0 0.0 0.0
H -0.9960 2.6191 -0.7222 0.0 0.0 0.1
H -1.2755 2.9719 0.9968 0.0 0.0 -0.1
H -2.1069 0.4052 2.0696 0.1 0.0 0.1
H -4.2689 -0.8333 2.0518 0.0 0.0 0.1